Entry from OMol25: a structure of composition C45H55CdCl3Ge2N4O2P2S2 (the ωB97M-V functional and the def2-TZVPD basis).

```
116
Properties=species:S:1:pos:R:3:lowdin_charge:R:1
Cd 0.4148 -0.5353 -0.8700 1.2359
N -2.2067 -0.0432 -2.7108 -0.0869
C -2.8171 0.7501 -3.7775 -0.2877
C -2.5106 2.2413 -3.6664 -0.2075
C -1.0362 2.6275 -3.7057 -0.2834
N -0.3399 2.2291 -2.4882 -0.0109
H -2.6986 -0.9246 -2.6075 -0.0796
H -2.2955 0.4408 -1.8215 -0.0093
H -3.9083 0.6382 -3.7939 0.1025
H -2.4500 0.3725 -4.7375 0.1009
H -2.9445 2.6260 -2.7324 0.0998
H -3.0155 2.7458 -4.4954 0.1018
H -0.9699 3.7085 -3.9011 0.0915
H -0.5609 2.1207 -4.5522 0.1088
H -0.7837 2.5948 -1.6528 0.0264
H 0.6271 2.5235 -2.4808 0.0484
O -1.6024 1.2006 0.1075 -0.4121
P -1.7727 1.4810 1.5630 0.7157
C -0.1900 1.9195 2.3688 -0.3238
P 1.0353 2.6007 1.2228 0.6907
O 1.3315 1.7483 0.0503 -0.4032
C 2.5145 2.8219 2.2350 -0.2491
C 3.2889 3.9780 2.1754 -0.0690
C 4.5233 4.0222 2.8105 -0.0848
C 4.9895 2.9124 3.5007 -0.0848
C 4.2216 1.7550 3.5631 -0.0717
C 2.9890 1.7066 2.9308 -0.0778
C 0.4939 4.2622 0.7820 -0.2882
C -0.2961 5.0571 1.6071 -0.0864
C -0.6493 6.3392 1.2099 -0.0817
C -0.2090 6.8333 -0.0095 -0.0808
C 0.5865 6.0487 -0.8349 -0.0684
C 0.9402 4.7668 -0.4386 -0.0813
C -2.4833 0.1774 2.5776 -0.3284
C -1.8767 -0.3639 3.7055 -0.1009
C -2.4993 -1.3889 4.4045 -0.0765
C -3.7309 -1.8689 3.9829 -0.0761
C -4.3549 -1.3127 2.8737 -0.0856
C -3.7341 -0.2935 2.1750 -0.1603
C -2.9277 2.8601 1.8061 -0.2695
C -3.7154 2.9956 2.9489 -0.0719
C -4.6461 4.0217 3.0366 -0.0819
C -4.7958 4.9168 1.9847 -0.0866
C -4.0140 4.7886 0.8445 -0.0773
C -3.0879 3.7593 0.7523 -0.0808
H 0.2348 0.9555 2.6739 -0.0291
H -0.3117 2.5651 3.2388 0.0825
H 2.9293 4.8416 1.6280 0.1008
H 5.1295 4.9184 2.7504 0.1009
H 5.9570 2.9456 3.9868 0.1008
H 4.5898 0.8797 4.0850 0.1072
H 2.4096 0.7868 2.9489 0.0714
H -0.6466 4.6795 2.5601 0.1041
H -1.2759 6.9481 1.8502 0.1059
H -0.4830 7.8359 -0.3162 0.1019
H 0.9275 6.4331 -1.7880 0.1057
H 1.5595 4.1409 -1.0694 0.1050
H -0.9103 -0.0118 4.0426 0.0880
H -2.0091 -1.8239 5.2662 0.1025
H -4.2082 -2.6767 4.5233 0.1013
H -5.3143 -1.6875 2.5403 0.1076
H -4.2115 0.1290 1.2971 0.1085
H -3.6128 2.2866 3.7621 0.1083
H -5.2696 4.1094 3.9178 0.1012
H -5.5336 5.7077 2.0495 0.1002
H -4.1353 5.4798 0.0186 0.1063
H -2.4949 3.6312 -0.1468 0.1003
Cl -2.4682 -3.0521 -3.9464 -0.1135
Ge -0.0863 -2.0080 -3.6280 0.1648
Cl 0.6387 -3.3805 -1.8614 0.0533
Cl 0.7750 -3.2955 -5.3109 -0.0552
N -1.2109 -3.8722 0.9346 0.0991
C -1.9303 -3.4661 -0.1241 -0.8952
S -2.5094 -1.8721 -0.1813 0.6602
N -2.3037 -4.3358 -1.0822 0.0145
C -1.8666 -5.6302 -1.4479 -0.2439
C -2.6185 -6.2393 -2.4545 -0.0447
C -2.2981 -7.4994 -2.9201 -0.0877
C -1.2177 -8.1943 -2.3882 -0.1091
C -0.4560 -7.5890 -1.4033 -0.0924
C -0.7677 -6.3178 -0.9347 -0.0644
H -0.7451 -3.1187 1.4351 -0.0165
H -0.7029 -4.7318 0.8803 0.0495
H -2.7974 -3.8644 -1.8354 -0.0092
H -3.4448 -5.6910 -2.8914 0.0932
H -2.8886 -7.9381 -3.7158 0.0998
H -0.9662 -9.1841 -2.7489 0.0925
H 0.4144 -8.0946 -1.0012 0.0995
H -0.0878 -5.8699 -0.2304 0.0728
S 0.8334 -1.2782 1.6352 0.5317
C 2.2818 -2.2564 1.9171 -0.6615
C 3.5613 -1.6925 1.9260 -0.1599
C 4.6796 -2.4532 2.2379 -0.0973
C 4.5511 -3.8023 2.5438 -0.1134
C 3.2871 -4.3752 2.5389 -0.1019
C 2.1682 -3.6112 2.2345 -0.1269
H 3.6711 -0.6478 1.6677 0.0749
H 5.6591 -1.9878 2.2328 0.0983
H 5.4242 -4.4006 2.7727 0.0908
H 3.1686 -5.4280 2.7690 0.0955
H 1.1856 -4.0655 2.2558 0.0783
C 3.8878 -0.8322 -1.2165 -0.2528
Ge 3.1561 -0.9646 -3.0257 0.6335
C 3.9382 0.4467 -4.1518 -0.2434
C 3.7596 -2.6982 -3.7092 -0.2562
C 1.2576 -0.5678 -2.8880 -0.7234
H 3.4847 -1.6717 -0.6473 -0.0029
H 3.5655 0.0982 -0.7385 0.0008
H 4.9805 -0.8945 -1.1843 0.0203
H 5.0168 0.3112 -4.2751 0.0059
H 3.7568 1.4300 -3.7094 0.0034
H 3.4720 0.4191 -5.1401 0.0110
H 4.4137 -3.1657 -2.9684 0.0118
H 4.3106 -2.5769 -4.6458 0.0114
H 2.9181 -3.3605 -3.8954 -0.0761
H 0.9960 0.3356 -3.4415 -0.0990
```

Summary:
charge: -1
spin multiplicity: 2
HOMO energy (spin up / spin down): -3.0804 / -4.9934 eV
E_LUMO (spin up / spin down): 0.068 / 0.068 Ha
expectation value of S²: 0.76